Entry 1:
Here is a structure of composition C32H26N8O6STa from OMol25. Energies are from ωB97M-V/def2-TZVPD.

XYZ file:
```
74
Properties=species:S:1:pos:R:3:mulliken_charge:R:1
Ta 0.3738 0.7497 0.7436 1.597
S 1.4914 -1.6627 1.9742 1.149
O -2.6007 -1.6542 2.4279 -0.574
O -2.8517 -1.9352 -0.2867 -0.687
O 2.6886 -1.9573 2.6820 -0.682
O 0.5405 -0.7074 2.5907 -0.511
O 0.1547 2.7136 0.3182 -1.153
O -4.0864 0.2769 -1.9387 -0.535
N -0.0429 -0.2219 -1.5129 0.632
N 2.1893 1.3068 -0.6388 0.068
N -1.3373 -0.5659 0.7949 0.982
N -3.0116 0.8867 -1.3627 0.412
N -0.9799 1.4352 2.4354 -0.054
N 1.6815 -0.8760 0.5839 0.471
N 2.6967 2.0368 2.7591 -0.824
N -0.9358 2.1176 -0.2584 0.789
C 3.7632 -1.9332 -0.2615 -0.424
C 0.0699 -3.8250 2.6999 -0.556
C 2.8757 -0.9004 -0.1479 0.540
C 4.9284 -1.7653 -1.0441 -1.018
C 0.5188 -3.6088 0.3224 -0.020
C -0.8079 2.5734 3.1139 -0.213
C 0.4355 -0.8572 -3.7702 -1.045
C 5.1872 -0.5927 -1.6949 -0.933
C 0.6261 -3.1424 1.6237 0.873
C -2.7521 0.8130 3.8979 -0.593
C -3.0019 2.1557 -1.4691 0.536
C 4.4556 1.7403 -2.2103 -0.911
C -0.5266 -1.8524 -3.7252 -0.931
C -1.7504 4.3148 -0.8580 -2.020
C -1.6073 2.8917 4.1959 -1.043
C -0.7409 -5.4771 1.1551 -0.601
C -0.6216 -4.9975 2.4533 -0.728
C -1.8311 2.8217 -0.8326 0.733
C -1.9269 0.5729 2.8210 0.821
C 0.6397 -0.0657 -2.6553 -0.283
C -2.5920 2.0015 4.5937 -0.461
C -0.1706 -4.7907 0.0943 -0.709
C 2.4021 2.4699 -1.2188 -0.306
C -4.0439 2.9848 -2.1520 -1.669
C 1.8728 1.6076 2.0771 0.070
C 3.1255 0.3217 -0.8032 -0.519
C -1.2684 -1.9924 -2.5682 -0.925
C 4.2783 0.4874 -1.5842 1.252
C -1.8247 -1.2875 -0.2576 -0.369
C -2.0223 -0.6894 2.0130 -0.470
C -0.9927 -1.1628 -1.4960 0.885
C 3.5249 2.7224 -2.0271 -0.905
H -4.4973 3.6903 -1.4547 0.347
H -1.4419 3.8204 4.7220 0.445
H -1.0730 -5.5356 3.2749 0.423
H -1.8560 4.6805 -1.8791 0.459
H 1.3568 0.7370 -2.6981 0.529
H -3.2231 2.2285 5.4419 0.460
H -0.2649 -5.1714 -0.9136 0.446
H -2.0616 -2.7187 -2.4617 0.655
H 3.6360 3.6962 -2.4810 0.482
H -3.4879 0.0691 4.1671 0.560
H 5.3324 1.9113 -2.8221 0.484
H 1.0271 -0.6824 -4.6574 0.508
H 6.0821 -0.4721 -2.2900 0.455
H -3.9063 -0.6665 -1.7777 0.381
H 3.5949 -2.8674 0.2568 0.538
H -0.7048 -2.4905 -4.5801 0.496
H 1.6629 3.2347 -1.0403 0.525
H -3.6066 3.5630 -2.9669 0.345
H 0.1631 -3.4380 3.7058 0.536
H -4.8243 2.3493 -2.5572 0.404
H -0.8165 4.6708 -0.4363 0.375
H 0.9637 -3.0608 -0.4979 0.216
H -0.0099 3.2186 2.7772 0.558
H -2.5774 4.7351 -0.2825 0.394
H -1.2855 -6.3933 0.9715 0.414
H 5.6253 -2.5886 -1.1172 0.428
```

HOMO-LUMO gap: 0.2905 Eh
net charge: +1
E_LUMO: -3.46 eV

---

Entry 2:
Here is an isolated molecule of C17H13Cl2N7O2S2 from OMol25. Energies are from ωB97M-V/def2-TZVPD.

XYZ file:
```
43
Properties=species:S:1:pos:R:3:nbo_charge:R:1
Cl 3.4919 2.1354 5.8484 0.021
Cl 2.7534 3.3140 -2.5291 -0.021
S -0.2477 4.2759 -1.2724 0.401
S 0.2839 -3.3594 -1.0458 0.307
O 3.8528 3.7136 0.8504 -0.582
O -0.8938 -1.6410 2.4243 -0.586
N 1.7316 3.4454 0.6527 -0.620
N -2.5998 -0.8074 -1.6515 -0.277
N 0.1115 -0.6296 0.6636 -0.462
N -1.8918 -1.9563 -1.9449 -0.320
N 1.2580 -6.5139 -2.7863 -0.293
N -0.1708 2.2911 0.4401 -0.516
N -0.8762 -0.9684 -0.3056 -0.221
C -1.5104 3.0718 -1.3047 -0.430
C 2.4986 1.1543 4.7953 -0.018
C 0.8926 -0.2937 2.9838 -0.147
C -1.9495 -0.2125 -0.6710 0.352
C -1.3368 2.1689 -0.3000 0.140
C -0.9236 -2.0908 -1.1085 0.178
C 0.5020 3.3359 0.0236 0.243
C 2.9378 0.8909 3.4857 -0.219
C -2.3434 1.0916 0.0229 -0.472
C 1.2853 0.6595 5.1785 -0.237
C 0.4940 -0.0989 4.3214 -0.129
C 2.1382 0.2087 2.5591 -0.204
C 0.6276 -5.5671 -2.6412 0.265
C -0.2267 -4.3745 -2.4924 -0.621
C 3.1037 4.5391 -1.2880 -0.475
C 0.0201 -0.9292 2.0127 0.647
C 2.8930 3.9281 0.1290 0.660
H -1.2790 -4.7085 -2.3865 0.282
H -0.4896 -0.4222 4.6256 0.246
H -0.0735 -3.7888 -3.4195 0.272
H 0.9698 0.8929 6.1881 0.233
H 2.5085 5.4187 -1.4364 0.231
H -2.3945 0.8794 1.1027 0.254
H 4.1943 4.7837 -1.3241 0.265
H -2.3065 3.1289 -2.0329 0.255
H 0.7029 0.1925 0.4526 0.425
H 2.5578 -0.0030 1.5964 0.227
H 3.9423 1.2428 3.2188 0.240
H 1.8425 2.9365 1.5178 0.445
H -3.3257 1.4202 -0.3980 0.260
```

HOMO-LUMO gap: 0.3258 Eh
structure (SMILES): N#CCSc1nnc(Cc2csc(NC(=O)CCl)n2)n1NC(=O)c1ccc(Cl)cc1
net charge: 0
E_LUMO: -0.16 eV

---

Entry 3:
Here is a cluster of 2 separate species, C4H8O3 in total from OMol25. Energies are from ωB97M-V/def2-TZVPD.

XYZ file:
```
15
Properties=species:S:1:pos:R:3:nbo_charge:R:1
O -1.6223 -3.2534 1.8659 -0.948
O -0.4489 1.4200 -2.8816 -0.508
O 1.8938 1.8808 1.9483 -0.503
C -0.6560 0.7702 -1.8871 0.446
C 1.6916 1.1883 0.9930 0.462
C 0.3372 1.0529 0.3146 -0.531
C 0.3802 0.2234 -0.9452 -0.527
H 0.4166 -0.8690 -0.8039 0.239
H 2.5008 0.6536 0.4553 0.097
H -2.5789 -3.2350 1.8324 0.476
H -1.2593 -3.6591 1.0798 0.473
H -1.7007 0.5704 -1.6557 0.105
H 1.3466 0.4260 -1.5204 0.224
H -0.3848 0.7283 1.0752 0.248
H 0.0841 2.1027 0.1295 0.247
```

HOMO-LUMO gap: 0.3850 Eh
structure (SMILES): O=CCCC=O.O
net charge: 0
E_LUMO: 0.47 eV

---

Entry 4:
Here is an isolated molecule of C5H7F3N2O from OMol25. Energies are from ωB97M-V/def2-TZVPD.

XYZ file:
```
18
Properties=species:S:1:pos:R:3:nbo_charge:R:1
F -1.2531 -2.5558 -0.5698 -0.241
F -2.7119 -1.1187 -0.2287 -0.215
F -2.1950 1.2182 1.2723 -0.189
O -1.0748 2.4498 -0.8899 -0.563
N -0.9641 0.9169 0.7042 -0.048
N -1.3671 -1.1754 -0.4258 0.264
C 1.6246 0.3704 0.1520 -0.396
C 0.8794 -0.9196 0.4726 -0.436
C -0.6781 -0.7239 0.7330 0.050
C -0.4990 1.5166 -0.4090 0.618
C 0.8141 1.0024 -1.0201 -0.496
H 1.7621 1.1451 1.0586 0.234
H -1.1912 -1.2097 1.5445 0.228
H 1.4494 1.7643 -1.3968 0.242
H 1.0351 -1.7393 -0.2022 0.242
H 0.4012 0.4221 -1.8476 0.251
H 1.4096 -1.3770 1.2880 0.232
H 2.5587 0.0136 -0.2352 0.222
```

HOMO-LUMO gap: 0.3925 Eh
structure (SMILES): O=C1CCC[C@H](N(F)F)N1F
net charge: 0
E_LUMO: 0.71 eV

---

Entry 5:
Here is an isolated molecule of C4H8OS from OMol25. Energies are from ωB97M-V/def2-TZVPD.

XYZ file:
```
14
Properties=species:S:1:pos:R:3:nbo_charge:R:1
S -1.2184 -1.1022 -0.3700 -0.003
O 1.5085 1.0224 -0.8038 -0.544
C 1.9783 -0.8030 0.4837 -0.737
C 1.0570 0.2792 0.0450 0.590
C -0.4694 0.3056 0.5094 -0.421
C -1.3101 1.6189 0.2665 -0.619
H 2.1715 -1.0282 1.5292 0.231
H 1.5372 -1.6876 0.0777 0.244
H -0.5325 0.0956 1.5982 0.229
H -1.4854 -1.7020 0.7511 0.119
H 2.8648 -0.5384 -0.0952 0.248
H -2.3616 1.5348 0.5632 0.220
H -1.0117 2.4733 0.8866 0.217
H -1.2913 1.9041 -0.7871 0.226
```

HOMO-LUMO gap: 0.3643 Eh
structure (SMILES): CC(=O)[C@@H](C)S
net charge: 0
E_LUMO: 0.66 eV

---

Entry 6:
Here is a cluster of 2 separate species, C4H8O3 in total from OMol25. Energies are from ωB97M-V/def2-TZVPD.

XYZ file:
```
15
Properties=species:S:1:pos:R:3:nbo_charge:R:1
O 0.5937 -2.5272 -0.4408 -0.513
O 2.8869 1.5809 -1.0434 -0.939
O -1.3357 1.9440 -1.2262 -0.510
C -0.2608 -0.7239 0.8661 -0.517
C -0.2853 -2.1057 0.2553 0.452
C -1.4048 0.1243 0.3141 -0.518
C -0.9672 1.4826 -0.1833 0.451
H -1.8829 -0.3244 -0.5486 0.232
H 3.3669 0.8526 -0.6293 0.468
H -2.2071 0.3299 1.0303 0.238
H 2.5743 1.2108 -1.8761 0.472
H 0.7249 -0.3349 0.5967 0.233
H -0.3436 -0.8490 1.9504 0.231
H -1.1754 -2.7336 0.4726 0.106
H -0.2839 2.0734 0.4622 0.114
```

HOMO-LUMO gap: 0.3954 Eh
structure (SMILES): O=CCCC=O.O
net charge: 0
E_LUMO: 0.74 eV

---

Entry 7:
Here is a structure of composition C3H3NO from OMol25. Energies are from ωB97M-V/def2-TZVPD.

XYZ file:
```
8
Properties=species:S:1:pos:R:3:nbo_charge:R:1
O 0.3710 3.4525 0.3764 -0.536
N -0.3827 1.2778 -0.1810 -0.745
C 0.0440 -1.4354 -0.0435 -0.883
C -0.9282 -0.4805 -0.6773 0.554
C 0.0940 2.3648 0.1112 0.811
H 1.1260 -1.2120 0.0625 0.267
H 0.0306 -2.3736 -0.5076 0.254
H -0.3546 -1.5935 0.8594 0.277
```

HOMO-LUMO gap: 0.2980 Eh
net charge: 0
E_LUMO: -1.77 eV

---

Entry 8:
Here is the ion C8H10N3OS with charge +1 from OMol25. Energies are from ωB97M-V/def2-TZVPD.

XYZ file:
```
23
Properties=species:S:1:pos:R:3:nbo_charge:R:1
S -1.6896 -0.1925 -0.1332 0.471
O 1.3360 -2.3136 1.1459 -0.622
N -0.5170 -2.4904 -0.9993 -0.463
N 0.6983 -0.3111 1.7670 -0.528
N -0.2920 -1.4121 -0.1162 -0.350
C 0.5565 -1.2516 0.9131 0.782
C 0.2578 -2.6138 -2.2314 -0.421
C -1.3128 2.4752 0.2613 -0.156
C -0.7049 3.6171 0.8774 -0.185
C -0.9830 1.1630 0.6952 -0.268
C 0.0895 1.0198 1.5721 0.120
C 0.2090 3.3967 1.8433 -0.174
C 0.7119 2.1018 2.0922 -0.219
H 1.4788 2.1520 2.9165 0.253
H -1.0953 4.6016 0.5612 0.251
H 0.9210 -3.0570 0.5951 0.524
H 0.8068 -1.7012 -2.2220 0.212
H 1.0175 -3.3826 -2.1079 0.210
H -1.4755 -2.7409 -1.0853 0.402
H -2.1548 2.4779 -0.4405 0.237
H -0.4615 -2.7930 -3.0810 0.235
H 1.5163 -0.5127 2.2809 0.450
H 0.8502 4.1829 2.2291 0.239
```

HOMO-LUMO gap: 0.3220 Eh
structure (SMILES): CN[N+]1=C(O)Nc2ccccc2S1
net charge: +1
E_LUMO: -3.65 eV